Arrangement w

Computed, not measured: a 2-piece molecular cluster, C4H11NOP overall, with ωB97M-V/def2-TZVPD.

```
18
Properties=species:S:1:pos:R:3
C 1.676 -0.603 -0.240
C -0.354 0.677 1.407
C -0.810 0.398 -1.105
C -0.303 -0.162 0.152
N -0.677 -1.580 0.213
O 1.743 -1.775 -0.556
P 2.925 0.519 0.330
H -1.341 1.084 1.612
H 0.320 1.420 1.176
H 0.024 0.096 2.246
H -1.891 0.488 -1.148
H -0.430 -0.217 -1.882
H -0.454 1.379 -1.346
H -0.690 -1.868 1.296
H 0.156 -2.142 -0.370
H -1.661 -1.883 -0.259
H 3.550 0.406 -0.935
H 2.040 1.599 -0.019
```

Computed properties:
- Total charge: +1
- Molar mass: 120.11 u

=====

Arrangement x

Computed, not measured: a 2-piece molecular cluster, C4H11NOP overall, with ωB97M-V/def2-TZVPD.

```
18
Properties=species:S:1:pos:R:3
C -2.220 0.108 0.205
C -1.070 -0.931 -0.027
C -1.139 1.160 0.309
C 1.089 0.026 -0.403
N -0.024 0.083 0.400
O 1.599 -1.891 0.002
P 2.542 0.860 0.457
H -2.804 0.207 -0.640
H -2.610 -0.026 1.218
H -0.910 -1.917 0.517
H -0.908 -1.104 -1.137
H -0.784 1.723 -0.447
H -1.416 1.653 1.251
H 0.947 0.133 -1.392
H 0.193 -0.148 1.337
H 1.735 -2.061 -0.952
H 2.273 1.920 -0.363
H 3.507 0.206 -0.335
```

Computed properties:
- Total charge: +1
- Molar mass: 120.11 u

=====

Which one sits at the top of the stability order? arrangement w does.

=====

Arrangement w

Computed, not measured: one molecule with the formula C3H8N2O2S, with ωB97M-V/def2-TZVPD.

```
16
Properties=species:S:1:pos:R:3
C -0.956 -1.118 0.237
C -1.275 0.321 0.891
C 0.660 0.397 -0.453
N 0.009 -0.791 -0.804
N -0.266 1.234 0.191
O 2.687 -1.372 0.188
O 3.390 0.892 -0.270
S 2.316 -0.019 0.590
H -0.363 -1.798 0.839
H -1.898 -1.640 -0.018
H -2.417 0.491 0.679
H -1.094 0.317 2.016
H 1.257 1.066 -1.365
H 0.538 -1.518 -1.053
H 0.044 2.002 0.695
H 4.121 0.234 -0.593
```

Computed properties:
- Molar mass: 136.18 u

=====

Arrangement x

Computed, not measured: one molecule with the formula C3H8N2O2S, with ωB97M-V/def2-TZVPD.

```
16
Properties=species:S:1:pos:R:3
C 0.156 0.579 -1.128
C 0.067 -0.896 -0.853
C 0.065 0.097 1.144
N 0.056 1.098 0.189
N -0.428 -1.115 0.473
O 2.603 0.057 0.424
O 1.858 1.565 2.375
S 1.876 -0.025 1.648
H 1.003 0.956 -1.686
H -0.680 1.015 -1.722
H -0.533 -1.402 -1.604
H 1.057 -1.345 -0.919
H -0.475 0.232 2.100
H 0.797 1.753 0.521
H -1.457 -1.117 0.500
H 2.512 1.710 3.060
```

Computed properties:
- Molar mass: 136.18 u

=====

Which one sits at the top of the stability order? arrangement x does.

=====

Arrangement w

Computed, not measured: one molecule with the formula C3H8N2O2S, with ωB97M-V/def2-TZVPD.

```
16
Properties=species:S:1:pos:R:3
C 0.459 2.000 -0.406
C -0.526 0.307 0.830
C -0.395 -0.905 0.005
H 0.258 2.981 -0.854
H 0.882 1.295 -1.148
H 1.195 2.139 0.398
H 0.391 0.339 1.441
H -1.378 0.195 1.525
H 0.814 -1.955 -1.258
H 2.944 -0.241 -0.161
H -3.115 -2.124 -0.133
N 0.856 -1.144 -0.618
N -1.328 -1.732 -0.332
O -0.745 1.527 0.155
O -2.563 -1.398 0.195
S 2.252 -1.285 0.361
```

Computed properties:
- Molar mass: 136.18 u

=====

Arrangement x

Computed, not measured: a 2-piece molecular cluster, C3H8N2O2S overall, with ωB97M-V/def2-TZVPD.

```
16
Properties=species:S:1:pos:R:3
C -0.131 0.418 2.029
C -0.140 -1.434 -1.461
C 1.571 0.527 -0.086
N 0.932 1.569 -0.400
N -1.327 -1.370 -1.054
O -2.172 -0.955 -2.141
O -1.798 -1.604 0.028
S 1.628 0.129 1.607
H -0.355 1.476 2.140
H -0.372 -0.145 2.891
H -0.704 -0.111 1.225
H 0.725 -1.700 -0.849
H -0.001 -1.190 -2.518
H 2.211 -0.109 -0.732
H -2.925 -1.575 -2.012
H 0.876 1.674 -1.467
```

Computed properties:
- Molar mass: 136.18 u

=====

Which one sits at the top of the stability order? arrangement w does.

=====

Arrangement w

Computed, not measured: one molecule with the formula C3H4N4O2, with ωB97M-V/def2-TZVPD.

```
13
Properties=species:S:1:pos:R:3
C 0.424 -1.483 0.996
C 1.393 0.719 0.580
C 0.037 1.530 -0.889
H -2.268 -2.544 0.547
H 1.342 -1.786 1.444
H 2.245 0.581 1.256
H -1.211 -0.235 -0.849
N -0.524 -2.305 1.008
N 0.483 -0.244 0.398
N 1.164 1.813 -0.080
N -0.353 0.269 -0.558
O -1.654 -1.869 0.292
O -0.424 2.203 -1.779
```

Computed properties:
- Molar mass: 128.09 u

=====

Arrangement x

Computed, not measured: one molecule with the formula C3H4N4O2, with ωB97M-V/def2-TZVPD.

```
13
Properties=species:S:1:pos:R:3
C 1.550 1.910 -0.018
C 0.058 -0.039 0.089
C -2.274 -0.189 0.133
H 2.140 2.096 0.877
H 2.036 1.990 -1.004
H 0.679 2.515 0.001
H -2.123 -1.092 0.743
N 1.224 0.522 0.078
N 2.187 -0.439 -0.035
N 1.617 -1.561 -0.116
N -1.170 0.563 0.012
O 0.220 -1.367 0.004
O -3.438 0.217 -0.181
```

Computed properties:
- Molar mass: 128.09 u

=====

Which one sits at the top of the stability order? arrangement w does.

=====

Arrangement w

Computed, not measured: one molecule with the formula C4H4S2, with ωB97M-V/def2-TZVPD.

```
10
Properties=species:S:1:pos:R:3
C 0.689 -1.338 -1.566
C 1.970 -2.235 0.277
C -0.211 -0.581 -0.549
C 0.615 0.156 0.523
S 0.460 -1.324 -3.183
S 1.846 -1.068 1.324
H -0.817 0.283 -1.023
H -0.751 -1.203 0.033
H 1.136 0.933 0.076
H 0.007 0.369 1.368
```

Computed properties:
- Molar mass: 116.21 u

=====

Arrangement x

Computed, not measured: a 2-piece molecular cluster, C4H4S2 overall, with ωB97M-V/def2-TZVPD.

```
10
Properties=species:S:1:pos:R:3
C -0.010 -0.394 0.038
C 3.889 0.516 0.011
C -0.449 -0.259 1.202
C 0.482 -0.439 -1.164
S 3.882 -0.843 -0.812
S 3.679 1.819 0.787
H 0.401 -0.421 1.982
H -1.500 -0.196 1.632
H 0.729 -1.396 -1.655
H 0.695 0.357 -1.842
```

Computed properties:
- Molar mass: 116.21 u

=====

Arrangement y

Computed, not measured: C4H4S2 as an isolated structure, with ωB97M-V/def2-TZVPD.

```
10
Properties=species:S:1:pos:R:3
C -1.988 -1.142 0.416
C 1.663 0.651 0.438
C 1.411 0.919 -0.827
C -3.024 -0.581 0.377
S 2.299 -0.912 0.460
S 1.809 -0.631 -1.602
H -0.987 -1.084 0.673
H 1.844 1.369 1.245
H 0.989 1.880 -1.269
H -4.016 -0.468 0.090
```

Computed properties:
- Molar mass: 116.21 u

=====

Which one sits at the top of the stability order? arrangement x does.

=====

Arrangement w

Computed, not measured: one molecule with the formula C6H11Cl, with ωB97M-V/def2-TZVPD.

```
18
Properties=species:S:1:pos:R:3
C 0.774 1.532 2.486
C 0.779 0.548 1.363
C -0.243 0.156 0.624
C -1.660 0.699 0.729
C -0.100 -0.902 -0.453
C 1.219 -1.678 -0.499
H 1.420 2.294 2.254
H 1.059 1.031 3.412
H -0.179 2.005 2.626
H 1.727 0.056 1.182
H -1.989 1.184 -0.142
H -2.347 -0.160 0.885
H -1.767 1.390 1.509
H -0.874 -1.602 -0.378
H 1.163 -2.415 -1.239
H 1.442 -2.134 0.482
H 2.048 -0.951 -0.687
Cl -0.372 -0.166 -2.083
```

Computed properties:
- Molar mass: 118.61 u

=====

Arrangement x

Computed, not measured: a 2-piece molecular cluster, C6H11Cl overall, with ωB97M-V/def2-TZVPD.

```
18
Properties=species:S:1:pos:R:3
C 0.704 -0.581 0.433
C 2.703 1.849 -0.014
C -1.344 -1.558 -0.550
C -1.007 1.054 -0.494
C -0.210 -0.439 1.591
C -0.674 -0.300 0.045
Cl 2.823 2.660 -1.494
H 1.400 0.241 0.134
H 3.390 0.971 -0.157
H -2.253 -1.317 -1.129
H -1.703 -2.170 0.380
H -0.572 -2.199 -1.022
H -1.960 1.432 -0.292
H -0.398 1.996 -0.357
H -1.186 0.977 -1.636
H -0.154 0.424 2.219
H -0.549 -1.377 2.065
H 0.991 -1.663 0.278
```

Computed properties:
- Molar mass: 118.61 u

=====

Which one sits at the top of the stability order? arrangement w does.

=====

Arrangement w

Computed, not measured: a 2-piece molecular cluster, C10H15NS overall, with ωB97M-V/def2-TZVPD.

```
27
Properties=species:S:1:pos:R:3
C -4.307 -1.193 0.478
C -3.687 0.816 -0.607
C -5.657 -0.658 0.483
C -5.016 1.077 -0.780
C -3.231 -0.380 -0.082
C 4.414 -0.284 -1.364
C 3.389 1.669 0.631
C -1.755 -0.654 -0.095
C -1.085 0.423 0.760
C 0.080 1.000 0.481
N -6.021 0.418 -0.183
S 3.355 0.071 0.177
H -4.177 -2.060 1.107
H -2.912 1.510 -1.015
H -6.469 -1.073 1.033
H -5.194 2.026 -1.363
H 4.104 0.609 -2.053
H 5.361 -0.231 -0.920
H 3.763 1.815 1.619
H 2.775 2.369 0.163
H -1.494 -1.550 0.497
H -1.410 -0.642 -1.121
H -1.708 0.562 1.685
H 4.272 -1.241 -1.944
H 0.303 1.902 1.114
H 0.530 1.020 -0.430
H 2.022 -0.217 -0.405
```

Computed properties:
- Multiplicity: 3
- Molar mass: 181.30 u

=====

Arrangement x

Computed, not measured: one molecule with the formula C10H15NS, with ωB97M-V/def2-TZVPD.

```
27
Properties=species:S:1:pos:R:3
C 2.941 -0.293 -0.802
C 0.957 -1.503 -0.798
C 2.380 0.604 -0.001
C 2.214 -1.396 -1.241
C 0.464 -0.496 0.028
C -2.258 0.453 -0.388
C -1.290 0.843 2.246
C 2.799 -2.410 -2.244
C -3.589 0.762 0.115
C -1.125 2.225 1.880
N 1.124 0.570 0.352
S -1.208 -0.223 0.911
H 3.940 -0.252 -1.264
H 0.246 -2.197 -1.178
H 2.879 1.642 0.237
H -2.304 -0.104 -1.371
H -0.531 0.469 3.014
H 3.791 -2.542 -1.938
H 2.227 -3.357 -2.171
H 2.756 -1.967 -3.210
H -4.336 -0.134 0.177
H -4.090 1.509 -0.539
H -3.389 1.280 1.063
H -0.874 2.336 0.742
H -0.400 2.818 2.541
H -2.080 2.787 1.999
H -1.243 -1.422 1.841
```

Computed properties:
- Multiplicity: 3
- Molar mass: 181.30 u

=====

Which one sits at the top of the stability order? arrangement w does.